No. 1
The molecule C5H10N2Si at a distorted geometry, computed with ωB97M-V/def2-TZVPD.

DFT total energy ... -16204.0724 eV
SMILES ... C[SiH](C)n1cccn1
HOMO level ... -9.024 eV
Energy relative to the best compared isomer or geometry (same formula, charge and spin) ... 38.3 kcal per mole
Total charge ... 0

Geometry (Å):
C: 1.5216 -1.4256 -0.4438
Si: 0.2861 -0.6033 0.6815
C: -1.3516 -1.4794 0.1626
N: 0.3313 1.1747 0.5608
C: 0.0033 1.8885 -0.5688
C: -0.6840 3.0136 -0.1107
C: -0.7433 2.9650 1.3065
N: -0.2621 1.9113 1.8032
H: 1.7351 -2.5483 -0.2297
H: 1.2313 -1.4127 -1.4752
H: 2.3927 -0.7652 -0.3194
H: 0.5190 -0.7541 2.0268
H: -1.2733 -2.6299 0.1194
H: -2.2286 -1.1195 0.7943
H: -1.5634 -1.0646 -0.8027
H: 0.4416 1.5104 -1.4931
H: -1.1947 3.7331 -0.7612
H: -1.1858 3.8188 1.9568

No. 2
A cluster of 2 separate species, C5H10N3 in total at a distorted geometry, computed with ωB97M-V/def2-TZVPD.

DFT total energy ... -9807.2146 eV
HOMO level ... -12.689 eV
Energy relative to the best compared isomer or geometry (same formula, charge and spin) ... 104.5 kcal per mole
Total charge ... +1

Geometry (Å):
C: 1.4909 -0.3308 -0.9900
C: -1.3195 0.2902 -1.0194
C: -0.5847 -0.6688 -0.1362
C: -0.1390 1.1159 -1.6183
C: -2.5392 1.0015 -0.5618
N: 0.6857 -0.8801 -0.0275
N: 1.0619 0.6154 -1.7116
N: 2.4983 -1.1562 2.6106
H: 2.4379 -0.8903 -1.0018
H: -1.6609 -0.3864 -1.7780
H: -1.2529 -1.1633 0.5307
H: -0.3338 2.1509 -1.6309
H: -2.9816 1.4988 -1.3695
H: -2.3777 1.7524 0.1827
H: -3.1995 0.2682 -0.1413
H: 2.0716 -0.7868 3.4533
H: 3.0389 -0.5110 2.0789
H: 3.1037 -1.9195 3.1300

No. 3
The ion C5H10N3 with charge +1 at a distorted geometry, computed with ωB97M-V/def2-TZVPD.

DFT total energy ... -9808.1041 eV
SMILES ... C=C/N=C\NC(C)=[NH2+]
HOMO level ... -13.523 eV
Energy relative to the best compared isomer or geometry (same formula, charge and spin) ... 84.0 kcal per mole
Total charge ... +1

Geometry (Å):
C: -0.7916 1.3530 -0.8763
C: -1.7170 1.0095 0.0105
N: -2.4092 -0.1210 0.0723
C: -1.9303 -1.2563 -0.0535
N: -0.5194 -1.4148 -0.3109
C: 0.4575 -0.4975 -0.0022
C: 0.7910 -0.0164 1.3739
N: 1.5416 -0.4756 -0.7453
H: -0.7319 0.7180 -1.6921
H: -0.2608 2.2609 -0.7691
H: -2.0515 1.5722 0.7917
H: -2.3168 -2.2695 -0.0488
H: -0.5671 -1.8610 -1.2142
H: 0.0283 0.0049 2.2252
H: 0.9894 0.9909 1.3771
H: 1.6187 -0.4083 1.8547
H: 2.4120 -0.1312 -0.4656
H: 1.3117 -0.4739 -1.7414

No. 4
The ion C5H10N3 with charge +1 at a distorted geometry, computed with ωB97M-V/def2-TZVPD.

DFT total energy ... -9805.3763 eV
HOMO level (alpha / beta) ... -12.565 / -12.567 eV
Energy relative to the best compared isomer or geometry (same formula, charge and spin) ... 146.9 kcal per mole
Total charge ... +1

Geometry (Å):
C: 0.3636 0.2587 1.4419
C: 1.2059 -0.3282 0.4724
C: -1.3522 -0.2550 -0.0229
C: -1.8694 0.7829 2.2030
C: 1.3963 0.0203 -2.4879
N: -0.9807 0.2581 1.0957
N: 0.5906 -0.9821 -0.4368
N: 0.8816 -1.0781 -1.7072
H: 0.6559 0.6853 2.3528
H: 2.2324 -0.4641 0.3508
H: -2.3026 -0.5230 -0.4554
H: -2.8723 0.9193 1.8758
H: -1.8885 0.0939 3.1163
H: -1.1665 1.7338 2.5295
H: 2.2544 -0.3469 -2.9824
H: 0.5673 0.2422 -3.1986
H: 1.8409 0.8229 -2.0015
H: 0.4435 -1.8400 -2.1456

No. 5
A structure of composition C5H10N3 at a distorted geometry, computed with ωB97M-V/def2-TZVPD.

DFT total energy ... -9808.4507 eV
HOMO level ... -14.527 eV
Energy relative to the best compared isomer or geometry (same formula, charge and spin) ... 76.0 kcal per mole
Total charge ... +1

Geometry (Å):
C: 0.7533 2.3113 -1.7762
C: -0.9133 -1.1883 2.1830
C: -0.4357 1.8309 -1.0729
C: 1.4467 0.8528 -0.3572
C: -0.1214 -2.3677 0.1826
N: 1.8333 1.7396 -1.3540
N: 0.1530 0.8056 -0.1866
N: -0.2780 -1.2075 1.0741
H: 0.7009 3.1513 -2.5754
H: -1.3144 -2.0615 2.6070
H: -1.0304 -0.2080 2.6691
H: -0.7845 2.7556 -0.4534
H: -1.3342 1.4759 -1.3781
H: 1.9664 0.1104 0.2455
H: -1.1160 -2.8985 0.1806
H: 0.7429 -3.0804 0.4693
H: 0.0493 -1.9792 -0.8328
H: -0.3178 -0.0424 0.3752

No. 6
The ion C5H10N3 with charge +1 at a distorted geometry, computed with ωB97M-V/def2-TZVPD.

DFT total energy ... -9806.7514 eV
HOMO level ... -12.830 eV
Energy relative to the best compared isomer or geometry (same formula, charge and spin) ... 115.2 kcal per mole
Total charge ... +1

Geometry (Å):
C: -1.1433 0.8102 1.4532
C: 1.0748 0.5374 1.0094
C: 1.2333 -0.9270 -1.2074
C: -1.4864 0.0265 0.2629
C: 0.5752 -0.0501 -0.2947
N: 0.0007 1.0831 1.7750
N: -1.9667 -1.1984 0.4006
N: 1.1550 0.5204 -1.5881
H: -1.9787 1.2093 1.9241
H: 1.7109 -0.1441 1.6907
H: 1.6721 1.4015 0.7676
H: 2.3508 -1.3133 -1.0139
H: 0.8552 -1.6625 -1.8736
H: -1.6284 0.4642 -0.6558
H: -2.0479 -1.3390 1.3751
H: -2.7457 -1.4044 -0.2482
H: 1.9768 1.0895 -1.6479
H: 0.3923 0.8968 -2.1289

No. 7
The ion C5H10N3O with charge +1 at a distorted geometry, computed with ωB97M-V/def2-TZVPD.

DFT total energy ... -11856.1445 eV
SMILES ... OCCCn1c[nH+]cn1
HOMO level ... -13.655 eV
Energy relative to the best compared isomer or geometry (same formula, charge and spin) ... 60.8 kcal per mole
Total charge ... +1

Geometry (Å):
O: -2.4481 0.3490 0.1018
C: -1.7103 -0.4081 -0.8911
C: -0.6832 0.5351 -1.7034
C: 0.8021 -0.0008 -1.3727
N: 0.9763 0.1194 0.1109
C: 1.2628 -0.9902 0.9365
N: 1.2787 -0.3581 2.2158
C: 1.0444 1.0451 2.0671
N: 0.8326 1.3255 0.6974
H: -2.3290 -0.0468 0.9912
H: -2.4310 -0.8382 -1.6617
H: -1.1962 -1.2606 -0.3335
H: -0.8548 1.5990 -1.3145
H: -0.8787 0.5466 -2.8257
H: 1.6175 0.5100 -1.9716
H: 0.8874 -1.1235 -1.6022
H: 1.3927 -2.0669 0.6243
H: 1.4330 -0.8270 3.1188
H: 1.0039 1.8903 2.8126

No. 8
The ion C5H10N3O with charge +1 at a distorted geometry, computed with ωB97M-V/def2-TZVPD.

DFT total energy ... -11855.0049 eV
SMILES ... [H]/N=C/N=[N+]=C(O)CCC
HOMO level ... -14.867 eV
Energy relative to the best compared isomer or geometry (same formula, charge and spin) ... 87.0 kcal per mole
Total charge ... +1

Geometry (Å):
H: 3.8375 -1.5527 -0.9223
N: 3.2261 -0.7592 -0.7660
C: 2.6828 -0.6476 0.3546
N: 1.9423 0.4404 0.7402
N: 0.9709 0.8938 0.1894
C: -0.1314 1.5069 0.0950
O: -0.3296 2.5491 -0.6670
C: -1.3698 0.8967 0.7004
C: -1.9527 -0.1752 -0.2318
C: -1.1309 -1.4532 -0.2485
H: 2.8273 -1.2861 1.2385
H: 0.4573 2.9315 -1.0892
H: -1.1476 0.4613 1.6753
H: -2.0811 1.7159 0.8162
H: -2.9550 -0.4022 0.1344
H: -2.0552 0.2258 -1.2404
H: -1.6011 -2.1824 -0.9014
H: -1.0657 -1.8878 0.7461
H: -0.1242 -1.2749 -0.6235

Which formula does entry 3 have?
C5H10N3

Number 3 is which compound?
C5H10N3